Entry 1:
Entry from the OMol25 dataset: C12H17Cl5O4W as an isolated structure (ωB97M-V with the def2-TZVPD basis set).

XYZ file:
```
39
C12H17Cl5O4W | the OMol25 dataset | ωB97M-V with the def2-TZVPD basis set
C 0.147 -1.556 -1.205
C 1.000 -0.401 -1.310
C 0.168 0.760 -1.328
C 2.465 -0.401 -1.602
C -1.192 0.332 -1.311
C -1.214 -1.092 -1.205
C -2.441 -1.940 -1.149
C 0.581 -2.982 -1.224
C 0.633 2.143 -1.626
C -2.380 1.223 -1.441
W -0.095 -0.451 0.819
Cl 4.532 1.139 1.315
Cl 2.041 -1.272 1.418
O -1.872 0.309 1.228
H 2.921 -1.357 -1.333
H 2.994 0.377 -1.037
H 2.617 -0.230 -2.680
H 1.603 2.344 -1.164
H -0.080 2.890 -1.264
H 0.733 2.274 -2.715
H -2.230 2.178 -0.926
H -3.277 0.745 -1.031
H -2.556 1.435 -2.505
H -3.255 -1.428 -0.621
H -2.245 -2.889 -0.640
H -2.770 -2.150 -2.174
H 1.547 -3.114 -0.730
H 0.665 -3.313 -2.267
H -0.150 -3.617 -0.714
H -1.923 1.100 1.803
O -0.842 -2.129 1.426
H -1.571 -2.022 2.075
Cl 0.925 1.874 5.679
C 0.959 2.319 3.969
Cl -0.223 3.642 3.691
Cl 2.594 2.726 3.483
C 0.507 1.107 3.032
O 0.068 0.054 3.501
O 0.614 1.373 1.760
```

As for the expectation value of S²: 2.010. As for the multiplicity: 3. For the frontier orbital gap (alpha / beta), the calculation gives 4.506 / 5.819 eV. The total charge is -2. For the LUMO energy (alpha / beta), the calculation gives 4.7 / 4.7 eV. Its HOMO energy (alpha / beta) is 0.2 / -1.1 eV.

***

Entry 2:
Entry from the OMol25 dataset: C12H17ClMoO3 as an isolated structure (ωB97M-V with the def2-TZVPD basis set).

XYZ file:
```
34
C12H17ClMoO3 | the OMol25 dataset | ωB97M-V with the def2-TZVPD basis set
Cl -2.304 1.139 -0.990
C 0.545 -1.846 -1.935
C 1.493 -1.101 -1.136
C 1.374 0.291 -1.483
H 2.268 -1.532 -0.515
C 0.375 0.409 -2.521
C -0.164 -0.914 -2.753
H -0.914 -1.144 -3.502
H 0.455 -2.924 -1.961
H 1.948 1.129 -1.085
C 0.090 1.625 -3.327
Mo -0.538 -0.370 -0.641
C 0.376 -0.708 1.106
C -2.346 -1.200 0.695
O 0.909 -0.929 2.124
O -3.201 -1.345 1.445
H 0.299 2.529 -2.749
H -0.957 1.635 -3.638
H 0.717 1.659 -4.228
C 0.264 4.488 1.075
C 0.018 3.116 0.492
O 0.252 2.044 1.409
C -0.509 2.087 2.629
C 0.440 2.069 3.809
H -0.509 4.761 1.795
H 0.229 5.212 0.261
H 1.249 4.549 1.547
H -1.008 3.032 0.104
H 0.696 2.915 -0.354
H -1.162 2.975 2.664
H -1.153 1.193 2.647
H 1.047 2.980 3.822
H -0.136 2.022 4.736
H 1.107 1.203 3.765
```

As for the expectation value of S²: 2.019. As for the multiplicity: 3. For the frontier orbital gap (alpha / beta), the calculation gives 5.993 / 5.569 eV. The total charge is +2. For the LUMO energy (alpha / beta), the calculation gives -10.7 / -11.0 eV. Its HOMO energy (alpha / beta) is -16.7 / -16.6 eV.

***

Entry 3:
Entry from the OMol25 dataset: a 2-piece molecular cluster, C12H17ClO2 overall (ωB97M-V with the def2-TZVPD basis set).

XYZ file:
```
32
C12H17ClO2 | the OMol25 dataset | ωB97M-V with the def2-TZVPD basis set
C 1.450 -2.328 -2.043
C 2.068 -2.091 -0.806
C 0.806 -1.297 -2.710
C 2.065 -0.801 -0.317
C 0.747 -0.043 -2.185
C 1.392 0.242 -0.941
C -3.782 -0.517 0.501
C 2.243 2.031 0.771
C -2.501 -0.469 1.376
C -1.307 0.000 0.508
C 1.260 1.475 -0.190
C -0.236 0.712 1.276
O 0.498 2.372 -0.826
O 0.480 0.039 2.215
Cl -0.802 2.360 1.889
H 1.589 -3.411 -2.337
H 2.782 -2.867 -0.514
H 0.239 -1.416 -3.649
H 2.384 -0.633 0.759
H 0.259 0.710 -2.882
H -3.578 -1.513 -0.150
H -4.596 -0.797 1.127
H -3.988 0.466 0.071
H 3.261 2.079 0.142
H 2.563 1.462 1.650
H 2.001 3.125 0.901
H -2.316 -1.402 1.819
H -2.605 0.363 2.142
H -0.844 -0.909 0.195
H -1.468 0.699 -0.436
H 0.078 2.914 -0.056
H -0.142 -0.556 2.700
```

For the frontier orbital gap, the calculation gives 8.016 eV. For the LUMO energy, the calculation gives 0.5 eV. Its HOMO energy is -7.5 eV.

***

Entry 4:
Entry from the OMol25 dataset: a 2-piece molecular cluster, C12H17F8IO5 overall (ωB97M-V with the def2-TZVPD basis set).

XYZ file:
```
43
C12H17F8IO5 | the OMol25 dataset | ωB97M-V with the def2-TZVPD basis set
C 5.148 0.500 1.951
C 5.221 -0.548 0.798
O 5.462 -1.856 1.297
C 4.317 -2.679 1.332
C 3.078 -2.034 1.964
O 2.158 -3.019 2.450
C 1.394 -2.495 3.515
C 0.462 -1.364 3.091
I -0.513 -0.455 4.805
O -0.495 -1.909 2.180
C -0.670 -1.072 1.111
O -1.738 -0.846 0.764
H 5.665 1.425 1.703
H 4.087 0.687 2.158
H 5.541 0.025 2.853
H 6.103 -0.272 0.207
H 4.361 -0.478 0.124
H 4.040 -3.045 0.332
H 4.576 -3.549 1.943
H 2.535 -1.421 1.224
H 3.314 -1.356 2.797
H 0.747 -3.318 3.842
H 2.033 -2.246 4.372
H 0.955 -0.539 2.574
H 0.202 -0.646 0.591
C -4.882 1.149 -2.068
C -4.159 0.254 -3.086
C -2.662 0.062 -2.863
F -1.987 1.232 -2.918
F -2.150 -0.735 -3.836
F -4.403 0.712 -4.335
F -4.737 -0.978 -3.010
O -5.091 2.502 -2.440
C -4.065 3.404 -2.230
C -3.517 3.962 -3.544
F -3.072 2.973 -4.344
F -2.472 4.787 -3.292
F -3.098 2.851 -1.472
F -4.587 4.425 -1.516
H -5.888 0.741 -1.978
H -4.451 1.065 -1.070
H -2.471 -0.415 -1.897
H -4.292 4.519 -4.076
```

The SMILES is FC(F)C(F)(F)COC(F)(F)C(F)F.CCOCCOC[C@H](I)OC=O. For the frontier orbital gap, the calculation gives 10.058 eV. For the LUMO energy, the calculation gives 0.0 eV. Its HOMO energy is -10.0 eV.

***

Entry 5:
Entry from the OMol25 dataset: a 2-piece molecular cluster, C12H17N overall (ωB97M-V with the def2-TZVPD basis set).

XYZ file:
```
30
C12H17N | the OMol25 dataset | ωB97M-V with the def2-TZVPD basis set
C -0.205 -1.009 -3.588
C 0.042 -0.290 -2.320
C 1.205 0.141 -1.768
C -0.982 0.342 -1.505
C -0.375 1.294 -0.665
C -2.375 0.230 -1.562
C -1.087 1.950 0.330
C -3.089 0.846 -0.546
C -2.459 1.719 0.344
N 0.997 1.095 -0.805
H -0.496 -2.057 -3.537
H 0.596 -0.889 -4.328
H 2.221 -0.198 -1.921
H 1.658 1.384 -0.110
H -2.838 -0.311 -2.378
H -0.737 2.609 1.114
H -4.166 0.727 -0.554
H -3.097 2.246 1.042
H -0.954 -0.506 -4.212
C 1.036 -0.448 2.402
C 1.042 -1.594 1.419
C 2.181 -0.427 3.436
H 1.192 0.517 1.911
H 0.149 -0.346 3.025
H 0.822 -2.515 1.967
H 3.189 -0.467 3.020
H 2.081 0.469 4.047
H 2.034 -1.783 1.008
H 0.289 -1.422 0.653
H 2.127 -1.305 4.082
```

The SMILES is Cc1c[nH]c2ccccc12.CCC. For the frontier orbital gap, the calculation gives 8.714 eV. For the LUMO energy, the calculation gives 0.9 eV. Its HOMO energy is -7.8 eV.

***

Entry 6:
Entry from the OMol25 dataset: a 2-piece molecular cluster, C12H17N overall (ωB97M-V with the def2-TZVPD basis set).

XYZ file:
```
30
C12H17N | the OMol25 dataset | ωB97M-V with the def2-TZVPD basis set
C 1.090 2.817 -1.371
C 2.483 2.395 -1.861
C 0.300 3.636 -2.319
H 1.131 3.307 -0.390
H 0.588 1.869 -1.079
H 3.236 2.450 -1.071
H 2.402 1.367 -2.202
H -0.681 3.874 -1.892
H 2.869 3.068 -2.605
H 0.222 3.494 -3.394
H 0.688 4.684 -2.382
C 2.338 -1.577 0.274
C 0.898 -1.183 2.378
C 1.136 -1.098 1.047
C -1.160 -1.077 1.397
C -0.171 -1.010 0.373
C -2.530 -1.055 1.159
C -0.612 -0.797 -0.917
C -2.867 -0.980 -0.205
C -1.978 -0.879 -1.250
N -0.487 -1.110 2.600
H 1.570 -1.216 3.236
H -0.856 -1.181 3.530
H 1.994 -2.216 -0.533
H 2.985 -2.108 0.950
H -3.288 -1.137 1.922
H 0.031 -0.471 -1.742
H -3.909 -1.105 -0.510
H -2.346 -1.155 -2.226
H 2.773 -0.630 -0.164
```

The SMILES is Cc1c[nH]c2ccccc12.CCC. For the frontier orbital gap, the calculation gives 8.680 eV. For the LUMO energy, the calculation gives 0.9 eV. Its HOMO energy is -7.8 eV.

***

Entry 7:
Entry from the OMol25 dataset: a 2-piece molecular cluster, C12H17N overall (ωB97M-V with the def2-TZVPD basis set).

XYZ file:
```
30
C12H17N | the OMol25 dataset | ωB97M-V with the def2-TZVPD basis set
C 2.305 0.470 1.091
C 3.690 0.956 0.692
H 2.317 -0.569 1.454
H 1.847 1.051 1.883
H 1.626 0.256 0.265
H 3.826 0.941 -0.385
H 3.985 1.944 1.011
H 4.448 0.292 1.114
C -1.974 0.663 1.484
C -3.469 0.965 1.677
C -1.493 0.535 0.072
C -1.461 1.513 -0.867
C -0.764 -0.597 -0.463
C -0.256 -0.154 -1.713
C -0.503 -1.895 -0.064
C 0.570 -0.976 -2.474
C 0.313 -2.701 -0.839
C 0.784 -2.278 -2.091
N -0.638 1.145 -1.912
H -1.267 1.210 2.085
H -1.847 -0.305 1.989
H -4.046 0.045 1.569
H -2.031 2.425 -0.824
H -0.605 1.581 -2.816
H -0.747 -2.258 0.927
H 1.128 -0.558 -3.310
H 0.459 -3.709 -0.484
H 1.301 -2.966 -2.742
H -3.896 1.670 0.963
H -3.601 1.303 2.709
```

The SMILES is CCc1c[nH]c2ccccc12.CC. For the frontier orbital gap, the calculation gives 8.771 eV. For the LUMO energy, the calculation gives 0.9 eV. Its HOMO energy is -7.9 eV.

***

no.,largest force on an atom (eV/A)
1,2.73
2,8.24
3,4.32
4,5.02
5,2.21
6,3.29
7,1.75